# 1
This record from OMol25 describes one molecule with the formula C4H3N in a non-equilibrium geometry. The level of theory is ωB97M-V with the def2-TZVPD basis set.

Structure (XYZ):
```
8
Properties=species:S:1:pos:R:3:lowdin_charge:R:1
N 0.17339 -1.45968 0.21724 0.115
C 0.08351 -0.26393 -0.10899 -0.320
C -0.09550 1.11428 0.80754 -0.008
C 0.17121 -1.19449 -1.22626 -0.068
C -0.11714 1.99350 1.67509 0.050
H -0.53003 2.79812 2.16346 -0.009
H 1.07658 -1.47133 -1.82363 0.120
H -0.76203 -1.51647 -1.70445 0.120
```

Highest occupied orbital energy (alpha / beta), eV: -6.36 / -10.25
2S+1: 3
DFT total energy, eV: -5676.7927
Maximum force, hartree/bohr: 0.28015
LUMO level (alpha / beta), eV: 0.99 / -3.58


# 2
This record from OMol25 describes one molecule with the formula C21H23N5O5S in a non-equilibrium geometry. The level of theory is ωB97M-V with the def2-TZVPD basis set.

Structure (XYZ):
```
55
Properties=species:S:1:pos:R:3:lowdin_charge:R:1
S 2.08498 1.25259 0.21270 0.642
O -8.64753 1.08718 0.71140 0.061
O -8.23985 1.64203 -1.32877 0.060
O 1.61130 1.16675 -1.14788 -0.285
O 0.61103 -3.41579 0.68587 0.044
O 1.24722 1.93850 1.14832 -0.286
N 4.52863 -0.33075 -0.01296 0.149
N -2.44637 0.25833 0.59828 -0.080
N -0.71083 -1.83959 -0.19833 -0.041
N 2.30708 -0.29636 0.69984 0.025
N -7.88504 1.26031 -0.22531 -0.373
C 6.29835 2.88967 -0.05813 -0.066
C -4.26588 0.89856 -0.87141 -0.008
C -6.50627 1.00176 -0.02027 -0.180
C -1.94745 -0.68675 1.57297 -0.108
C 6.06978 1.52814 -0.11442 -0.011
C -4.71350 0.33189 1.42436 -0.005
C 3.37267 -0.92485 0.39290 -0.373
C 5.24950 3.77905 0.13300 -0.066
C 0.42757 -2.56858 -0.17201 -0.450
C -6.04512 0.59070 1.23062 0.005
C -3.77254 0.47275 0.38081 -0.203
C 3.72632 1.93906 0.17784 -0.199
C 4.76940 1.03628 0.00741 -0.211
C -1.43214 0.48165 -0.40579 -0.126
C 3.36356 -2.41908 0.40973 -0.104
C -1.67856 -2.02164 0.86562 -0.097
C 2.79512 -2.94798 -0.92261 -0.160
C -1.09929 -0.82262 -1.14877 -0.105
C 1.44413 -2.32269 -1.27700 -0.104
C -5.59861 1.15652 -1.06694 0.006
C 3.95693 3.29740 0.24994 -0.041
H 2.67303 -4.02685 -0.81928 0.118
H 7.30650 3.26180 -0.15895 0.109
H -0.53120 0.83656 0.10180 0.083
H 1.06892 -2.77898 -2.19683 0.134
H -1.73339 1.25250 -1.11077 0.123
H 5.32800 -0.92453 -0.19060 0.158
H 3.49985 -2.75121 -1.73392 0.114
H 3.11348 3.95325 0.39440 0.123
H -4.39025 0.04134 2.41021 0.101
H 1.56263 -1.25336 -1.44519 0.080
H -5.96614 1.46949 -2.03230 0.120
H -1.99006 -1.17265 -1.68927 0.134
H -0.30534 -0.62275 -1.86273 0.110
H -6.75356 0.48773 2.03820 0.120
H -2.65364 -0.84384 2.38408 0.110
H -1.01229 -0.29523 1.98418 0.136
H 5.44075 4.83913 0.18261 0.108
H -2.61751 -2.40101 0.44216 0.138
H -1.27156 -2.75798 1.55997 0.123
H 4.36514 -2.82132 0.56898 0.119
H 6.89140 0.84041 -0.25268 0.115
H -3.60030 1.01116 -1.71074 0.099
H 2.70093 -2.75613 1.20566 0.117
```

Highest occupied orbital energy, eV: -7.82
2S+1: 1
DFT total energy, eV: -50671.6603
Maximum force, hartree/bohr: 0.02903
LUMO level, eV: 0.13


# 3
This record from OMol25 describes an isolated ion of composition C15H15N4O5 and charge -1 in a non-equilibrium geometry. The level of theory is ωB97M-V with the def2-TZVPD basis set.

Structure (XYZ):
```
39
Properties=species:S:1:pos:R:3:lowdin_charge:R:1
O 1.23699 1.26996 -1.79180 0.014
O -1.08765 2.25377 3.29546 -0.072
O -0.91794 -3.30842 2.96928 -0.079
O 0.17885 -3.51746 0.92889 -0.018
O 2.52688 -0.53535 -1.45041 0.006
N -0.11841 -2.75807 1.83282 -0.196
N -1.26880 -2.34878 3.87113 0.067
N -1.14095 0.06084 3.66490 0.116
N -0.49143 0.91563 1.42792 0.113
C -0.89329 1.03676 2.75667 -0.421
C -1.13321 -0.26449 -0.83257 -0.199
C 3.48090 0.31702 -2.18983 -0.210
C -2.10593 -1.29224 -0.68595 -0.014
C -2.79228 1.03216 -2.05379 -0.087
C 0.09890 -0.33634 1.06646 -0.289
C -0.01068 -1.42862 2.07054 -0.061
C 4.75455 -0.45154 -2.21566 -0.079
C -1.47729 0.85902 -1.57458 -0.033
C 1.35354 0.07966 -1.35155 -0.348
C -3.41196 -1.11746 -1.17665 -0.100
C -0.72983 -1.18364 3.31700 -0.288
C -3.76579 0.07728 -1.78093 -0.132
C -0.53674 3.29384 2.45435 -0.081
C 0.28722 -0.59907 -0.41757 -0.154
H -0.67794 1.53724 -1.87172 0.091
H -0.90434 3.17095 1.43315 0.075
H -1.79893 -2.28049 -0.29416 0.113
H 5.46732 0.07404 -2.83548 0.072
H 1.40287 -0.40191 0.93118 0.188
H -0.91374 4.19717 2.92944 0.076
H -4.15420 -1.93712 -1.04840 0.105
H -2.96542 1.94178 -2.61402 0.089
H -4.79435 0.28209 -2.09194 0.091
H 0.55562 3.25865 2.49262 0.085
H 3.55216 1.25487 -1.62291 0.129
H 5.17324 -0.51505 -1.21618 0.080
H 4.60118 -1.44595 -2.62220 0.080
H 0.37274 -1.71010 -0.52196 0.144
H 3.04814 0.51936 -3.18154 0.129
```

Net charge: -1
Highest occupied orbital energy, eV: -3.77
2S+1: 1
DFT total energy, eV: -31990.3265
Maximum force, hartree/bohr: 0.12767
LUMO level, eV: 2.78


# 4
This record from OMol25 describes C18H36MnO18 as an isolated structure in a non-equilibrium geometry. The level of theory is ωB97M-V with the def2-TZVPD basis set.

Structure (XYZ):
```
73
Properties=species:S:1:pos:R:3:lowdin_charge:R:1
Mn -0.16817 0.26467 -0.35003 0.956
O -3.03352 -1.27032 1.64179 0.030
O -0.49396 -3.32396 -2.86590 0.038
O -1.65866 -3.16831 -1.00916 0.015
O 0.40980 -0.74927 3.35596 0.023
O 2.06352 0.17634 -0.57016 0.075
O -0.13161 1.63445 -1.95280 0.054
O 3.72268 -0.88246 0.52161 0.016
O 0.49069 3.69465 2.14389 0.025
O 1.26629 2.98146 -2.99513 0.058
O 2.30273 3.03768 1.10512 0.032
O 0.41742 1.90918 0.78125 0.054
O -4.22442 0.03903 0.35773 0.035
O 3.03227 -1.62917 -1.40973 0.010
O -0.24187 -1.55576 -1.50305 0.069
O 0.24891 -1.11277 1.18629 0.057
O -2.00892 0.42718 0.72839 0.046
O -0.87884 3.39403 -3.14591 0.025
O 0.79764 -2.77352 2.59221 0.033
C -4.55026 1.18984 -0.43181 0.034
C 1.01719 2.82628 1.29113 -0.551
C -0.76187 -2.61266 -1.80235 -0.575
C 2.91233 4.24769 1.53704 -0.012
C -3.05375 -0.20297 0.86062 -0.558
C 0.60480 -2.90466 -3.68165 0.020
C -4.20886 -2.05476 1.85182 -0.007
C 4.11795 -2.56366 -1.46965 0.004
C 3.72724 0.04680 1.60417 0.013
C -0.83985 3.44990 2.58561 -0.003
C -2.40283 -4.30692 -1.43838 -0.009
C 1.53200 4.24555 -3.61738 0.006
C 0.06550 2.61636 -2.64863 -0.560
C 0.46037 -1.53968 2.30263 -0.571
C 0.95319 -3.70675 1.52318 0.022
C 0.14889 -1.25313 4.68724 0.020
C -2.23029 3.16437 -2.76828 -0.001
C 2.89083 -0.71048 -0.48463 -0.582
H 2.27296 5.10695 1.32839 0.105
H 0.61516 -2.22143 4.83702 0.099
H 1.26091 -4.64787 1.95881 0.111
H 1.55688 4.14964 -4.69826 0.108
H 4.97200 -2.22938 -0.88414 0.103
H -3.67064 1.75260 -0.71828 0.064
H -2.97788 -4.05807 -2.32892 0.110
H 0.85612 5.02779 -3.28250 0.103
H 3.77908 -3.49656 -1.01838 0.099
H -2.66234 2.45730 -3.48171 0.114
H 4.19978 -0.43427 2.45257 0.109
H -4.84268 -1.60408 2.61619 0.108
H 3.88751 4.33339 1.07397 0.105
H -2.29424 2.74649 -1.77055 0.065
H -3.05633 -4.63361 -0.63408 0.100
H -1.27648 4.38170 2.93667 0.106
H 0.92367 -3.72542 -4.31645 0.109
H 0.56338 -0.50736 5.35597 0.103
H -1.77707 -5.17480 -1.65747 0.107
H 2.52123 4.54507 -3.27325 0.104
H 2.72081 0.35564 1.88874 0.082
H -5.17804 0.89468 -1.26334 0.111
H 4.25273 0.94835 1.29504 0.107
H 0.03631 -3.79389 0.94081 0.094
H -3.88565 -3.03199 2.19716 0.102
H -0.82253 2.75377 3.42502 0.108
H 3.05067 4.31902 2.62062 0.108
H -2.78289 4.09175 -2.87558 0.112
H -5.13305 1.83184 0.23273 0.115
H -4.81888 -2.17671 0.95907 0.102
H -1.51182 3.05514 1.82508 0.088
H 0.32943 -2.07366 -4.32970 0.111
H 1.70492 -3.34337 0.81675 0.095
H -0.92964 -1.32483 4.81418 0.103
H 1.43495 -2.60527 -3.04446 0.083
H 4.38706 -2.69282 -2.51074 0.104
```

Net charge: +2
Highest occupied orbital energy (alpha / beta), eV: -15.07 / -16.03
2S+1: 6
DFT total energy, eV: -87414.3945
Maximum force, hartree/bohr: 0.03157
LUMO level (alpha / beta), eV: -4.10 / -4.13


# 5
This record from OMol25 describes one molecule with the formula C2HF3O2 in a non-equilibrium geometry. The level of theory is ωB97M-V with the def2-TZVPD basis set.

Structure (XYZ):
```
8
Properties=species:S:1:pos:R:3:lowdin_charge:R:1
F -2.14182 -1.21207 -0.04403 0.156
F -1.26140 1.60010 0.02394 0.200
F 0.04423 -1.63548 0.33652 0.168
O 1.65234 0.64991 -0.62347 -0.081
O 1.03181 0.97141 0.54511 -0.088
C -0.90399 -0.77392 0.10730 -0.339
C -0.61962 0.52286 0.14608 -0.106
H 2.19845 -0.12280 -0.49145 0.090
```

Highest occupied orbital energy, eV: -10.00
2S+1: 1
DFT total energy, eV: -14331.4957
Maximum force, hartree/bohr: 0.11203
LUMO level, eV: 0.69


# 6
This record from OMol25 describes C43H25ClN9O8SeTa as an isolated structure in a non-equilibrium geometry. The level of theory is ωB97M-V with the def2-TZVPD basis set.

Structure (XYZ):
```
88
Properties=species:S:1:pos:R:3:lowdin_charge:R:1
Ta -0.10154 -0.76726 0.44436 2.024
Se 5.40616 -5.19102 -3.07675 1.252
Cl -1.72765 3.84656 4.95018 0.841
O -0.52775 -0.04822 6.02526 0.154
O -1.54386 0.21326 -0.46700 -0.141
O -4.15563 -1.04116 -2.93126 0.117
O -2.29177 -1.84117 -0.53746 0.052
O -2.39660 0.89782 6.75057 0.166
O -0.88209 -1.40586 1.95268 -0.211
O -1.91069 -1.85721 3.90779 0.228
O -5.56788 0.66525 -3.12746 0.169
N 1.38017 -2.58212 0.76450 0.012
N 1.36937 0.23335 -1.09002 0.064
N -4.26547 0.00278 1.21115 0.135
N 4.91634 -5.05246 -1.39958 -0.211
N 0.25814 -1.99882 -1.53230 -0.006
N -5.55815 0.32098 1.13527 0.030
N -1.55339 1.17775 2.18028 0.137
N -1.66256 2.42931 2.62536 -0.026
N 4.09920 -4.19576 -3.67555 -0.212
C -3.90688 -0.19229 -0.04406 -0.166
C -0.99411 4.43018 -0.40601 -0.060
C -0.75191 -0.34189 -3.45805 0.050
C 2.88601 -0.38144 -4.46918 -0.009
C 3.50247 -4.34296 1.12695 0.064
C 1.48204 -0.20165 -2.36318 -0.113
C -1.52269 -1.06799 3.11621 -0.442
C 1.37709 0.54882 2.96423 -0.095
C 3.14411 -3.93248 -0.16000 -0.065
C -1.80704 5.53561 -0.20280 -0.058
C -6.03639 0.34127 -0.11831 0.028
C -1.50751 0.60489 5.80973 -0.483
C 3.37789 -3.81701 -2.64121 -0.320
C 1.32843 0.47373 1.56980 -0.196
C -1.71846 3.50652 1.68493 -0.180
C -1.61794 0.40015 3.24943 -0.192
C 1.73635 -2.61091 -4.16989 -0.171
C 2.74608 2.51760 2.87069 -0.023
C -2.53267 -0.64458 -0.37270 -0.523
C 2.09278 1.40419 0.84108 -0.211
C 3.84152 -4.30086 -1.36315 -0.326
C 0.33271 -1.12451 -2.71796 -0.335
C -0.49655 -0.95911 -4.61379 0.074
C 1.51089 -2.75372 -1.60047 -0.094
C -4.98971 -0.01259 -0.93691 -0.061
C 2.51369 0.22573 -3.19223 -0.103
C 2.20629 1.16359 -0.59905 -0.201
C -2.55663 4.59618 1.88342 -0.029
C 2.76757 2.43422 1.48711 -0.004
C -2.58506 5.61284 0.94136 -0.051
C 2.08279 1.55013 3.61303 -0.029
C 2.18287 -3.02858 -2.76262 -0.007
C 3.16635 1.73916 -1.41955 0.042
C 2.77029 -3.88582 2.20311 0.009
C 1.74192 -2.98034 1.98488 -0.073
C 3.32045 1.26081 -2.70104 0.052
C -1.74133 1.14374 4.42949 -0.070
C -4.96300 -0.07781 -2.42012 -0.469
C 0.35057 -2.03624 -3.95537 -0.158
C -1.76727 2.44789 3.98734 -0.574
C 2.02430 -3.10297 -0.30875 -0.129
C 2.64158 -1.62812 -4.86465 0.000
C -0.94280 3.41746 0.53541 -0.020
H -0.38853 4.36329 -1.30055 0.110
H 4.10967 1.65516 -3.32913 0.138
H 4.34187 -5.01356 1.25724 0.138
H 3.51910 0.23849 -5.09377 0.125
H -1.83971 6.32799 -0.93791 0.116
H 3.82144 2.50837 -1.03961 0.124
H -3.93331 -1.70801 -2.26946 0.099
H 1.69758 -3.51831 -4.77242 0.158
H 3.30744 3.18035 0.91917 0.118
H 1.19790 -2.55374 2.81734 0.118
H -7.05761 0.58000 -0.36557 0.153
H -3.14463 1.41137 6.42726 0.126
H -0.31290 -2.88777 -3.76157 0.168
H -3.21017 4.64818 2.73947 0.098
H -0.30502 2.55746 0.38853 0.078
H 2.98834 -4.20687 3.21114 0.130
H -0.53770 -2.63186 -1.60769 0.143
H -0.87227 -0.85767 -5.62113 0.129
H 2.09436 1.57376 4.69512 0.125
H -6.07378 0.45780 1.98844 0.172
H 3.27375 3.31960 3.36918 0.123
H 0.85860 -0.17831 3.57795 0.093
H -3.22763 6.46725 1.10439 0.119
H -1.35891 0.49649 -3.14835 0.121
H 3.07867 -1.96631 -5.79523 0.127
```

Net charge: +2
Highest occupied orbital energy, eV: -13.74
2S+1: 1
DFT total energy, eV: -154196.0362
Maximum force, hartree/bohr: 0.08188
LUMO level, eV: -7.12